Formula: C6H19N3
Source: OMol25
Level of theory: wB97M-V/def2-TZVPD

Cartesian coordinates (Å):
C1 -1.355 -1.135 0.766
C2 2.224 0.194 -2.101
C3 0.576 1.959 -2.260
C4 -2.310 -0.111 0.173
N1 0.885 0.634 -1.749
N2 -2.054 -1.966 1.715
H1 -0.839 -1.703 -0.022
H2 -1.590 -1.266 2.560
H3 -1.582 -2.858 1.828
H4 2.375 -0.826 -1.747
H5 2.430 0.218 -3.183
H6 2.949 0.845 -1.608
H7 0.699 2.054 -3.350
H8 1.237 2.685 -1.783
H9 -0.453 2.216 -2.008
H10 -2.835 0.433 0.956
H11 -1.796 0.610 -0.460
H12 -3.071 -0.654 -0.385
C5 -0.067 0.925 1.600
C6 0.928 -1.249 1.678
N3 -0.331 -0.508 1.734
H13 0.204 -0.031 -2.099
H14 1.443 -1.093 0.723
H15 0.351 1.169 0.617
H16 -0.984 1.485 1.761
H17 0.664 1.218 2.355
H18 0.724 -2.313 1.797
H19 1.578 -0.932 2.494

Calculated values
Gap between HOMO and LUMO (eV): 9.08
HOMO (Ha): -0.3014
Relative energy (zero: lowest compared OMol25 entry of this formula, charge and spin) (kJ/mol): 205.71
DFT total energy (Eh): -404.19112
Max |F| (eV/Å): 3.9
LUMO level (Ha): 0.032

---

Formula: C6H19N3P
Source: OMol25
Level of theory: wB97M-V/def2-TZVPD

Cartesian coordinates (Å):
C1 1.933 2.366 0.022
C2 2.668 -1.027 -0.486
C3 0.983 -2.170 0.918
C4 -2.309 0.535 -0.779
C5 -1.174 -1.331 -1.587
C6 -2.345 1.040 2.411
N1 0.836 1.502 -0.363
N2 1.302 -0.996 0.015
N3 -0.981 -0.050 -0.997
P1 0.126 0.164 0.251
H1 1.942 3.394 -0.487
H2 1.729 2.721 1.082
H3 2.922 1.915 -0.081
H4 2.814 -0.007 -1.017
H5 3.536 -1.208 0.141
H6 2.656 -1.707 -1.381
H7 1.283 -1.904 1.892
H8 -0.109 -2.426 0.999
H9 1.450 -3.116 0.607
H10 -2.383 1.212 0.079
H11 -2.696 1.261 -1.543
H12 -3.078 -0.205 -0.814
H13 -1.944 -1.290 -2.492
H14 -0.281 -1.808 -2.128
H15 -1.561 -2.167 -0.928
H16 -2.459 2.025 2.160
H17 -1.704 0.724 3.250
H18 -3.157 0.361 1.931
H19 0.001 2.191 -0.676

Calculated values
Gap between HOMO and LUMO (alpha / beta) (eV): 6.37 / 9.01
HOMO (alpha / beta) (Ha): -0.4558 / -0.4638
Net charge: +1
Relative energy (zero: lowest compared OMol25 entry of this formula, charge and spin) (kJ/mol): 398.56
DFT total energy (Eh): -745.20602
Max |F| (eV/Å): 5.1
LUMO level (alpha / beta) (Ha): -0.222 / -0.133